Computed, not measured: a 3-piece molecular cluster, C21H51BN2O5P overall, with ωB97M-V with the def2-TZVPD basis set.

```
81
Properties=species:S:1:pos:R:3:mulliken_charge:R:1
C -4.342 -1.463 -2.909 -0.8501
C -4.229 -2.986 -2.755 -1.0040
C -3.291 -3.387 -1.613 -0.9455
C -1.819 -3.005 -1.850 0.9296
C -0.986 -4.251 -2.202 -1.6716
P -1.076 -1.894 -0.357 0.7372
C 0.783 -2.345 -0.724 -0.8811
N 1.437 -3.286 0.227 -0.3902
C -1.358 -3.364 0.904 -1.3360
N -0.841 -2.916 2.221 -0.3211
C -0.954 -0.299 -1.528 -0.8424
C -0.197 -0.259 -2.872 -0.7704
C 0.771 0.926 -2.973 -0.9111
C 1.956 0.811 -2.017 0.9457
C 2.968 1.937 -2.144 -1.2026
O 2.381 3.220 -1.962 -0.4494
C 2.052 3.511 -0.611 -0.2545
C 0.575 3.859 -0.480 -0.6875
B -0.523 -0.730 1.179 1.7447
O -1.490 0.042 1.834 -0.9268
O 0.791 -0.412 1.501 -0.7033
C 1.064 0.361 2.649 -0.4988
H -3.610 -1.068 -3.616 0.1870
H -5.330 -1.161 -3.264 0.4184
H -4.148 -0.970 -1.953 0.1417
H -5.223 -3.408 -2.569 0.4862
H -3.860 -3.428 -3.688 0.2952
H -3.666 -2.919 -0.695 0.3434
H -3.372 -4.472 -1.465 0.4885
H -1.808 -2.372 -2.745 0.0096
H -0.253 -4.044 -2.987 0.3236
H -0.424 -4.630 -1.344 0.2072
H -1.619 -5.068 -2.571 0.4674
H -2.518 -1.461 -0.061 -0.0092
H 0.946 -2.683 -1.753 0.4602
H 1.292 -1.385 -0.651 0.0652
H 2.272 -2.859 0.610 0.2410
H 1.727 -4.131 -0.251 0.2266
H -0.908 -4.313 0.608 0.2732
H -2.435 -3.539 0.995 0.4994
H -0.072 -3.500 2.526 0.2439
H -1.564 -2.982 2.929 0.2156
H -1.996 -0.020 -1.707 0.4180
H -0.557 0.507 -0.892 -0.5330
H -0.931 -0.145 -3.680 0.3270
H 0.333 -1.192 -3.093 0.2222
H 1.152 1.052 -3.995 0.5010
H 0.202 1.832 -2.740 0.2121
H 2.464 -0.148 -2.170 0.4443
H 1.597 0.785 -0.982 -0.5896
H 3.774 1.802 -1.408 0.3676
H 3.425 1.956 -3.137 0.4458
H 2.683 4.344 -0.276 0.3943
H 2.288 2.648 0.021 0.1586
H -0.027 2.987 -0.222 -0.1959
H 0.414 4.631 0.278 0.4768
H 0.208 4.235 -1.435 0.3389
H -2.319 -0.445 1.795 0.3131
H 0.656 -0.110 3.549 0.2401
H 0.653 1.373 2.576 0.1014
H 2.149 0.434 2.753 -0.0048
C -3.021 5.561 0.966 -1.2930
C -2.874 4.143 0.447 0.9280
O -2.928 3.909 -0.736 -0.5495
C -2.662 3.079 1.492 -0.7999
H -3.167 6.246 0.134 0.3321
H -3.868 5.623 1.652 0.3732
H -2.128 5.846 1.527 0.2955
H -3.510 3.083 2.181 0.5229
H -1.767 3.304 2.076 0.2578
H -2.551 2.093 1.049 -0.0261
C 6.107 1.709 4.091 -1.1397
C 4.839 1.005 4.516 0.9146
O 3.919 1.602 5.020 -0.5489
C 4.774 -0.481 4.260 -1.1571
H 6.035 2.769 4.319 0.3076
H 6.967 1.277 4.608 0.3332
H 6.268 1.571 3.020 0.3080
H 5.588 -0.988 4.782 0.4404
H 4.895 -0.682 3.193 0.2964
H 3.817 -0.872 4.594 0.2716
```

Electronic energy ... -1682.6233 hartree
HOMO-LUMO gap ... 0.19136 Ha
Net charge ... -1
2S+1 ... 1
Molar mass ... 453.43 Da